Record 1
61
Properties=species:S:1:pos:R:3:forces:R:3:lowdin_spin:R:1 method="wB97M-V/def2-TZVPD" multiplicity=6 orbital_gap_ha="0.2628 / 0.2286" homo_ev="-6.522 / -7.756" total_energy_ha=-1271.6709 charge=0 lumo_ha="0.0231 / -0.0564"
Ru -0.2133 -0.0640 0.7048 2.4 0.7 5.9 2.85
O -3.1221 0.6398 -1.9271 0.0 0.7 -1.6 0.03
O -0.8733 1.1781 2.2256 0.1 -0.8 -0.5 0.33
N -1.2107 1.4666 -2.9392 -0.2 0.4 -0.3 0.00
C 1.2802 1.6489 -3.0403 0.5 0.1 -0.2 0.00
C -1.9163 0.6228 -2.1167 -1.2 -0.6 1.2 0.02
C 2.4978 2.3020 -2.7462 0.0 -0.5 -0.1 0.00
C 3.7125 1.7020 -3.1223 -0.4 0.3 0.0 0.00
C -1.2659 -1.9267 0.5307 0.5 -1.8 0.7 0.04
C 0.0893 -2.5355 2.3124 -0.5 -0.2 0.2 0.26
C 1.8129 -0.1137 -0.0783 1.0 0.8 0.7 0.05
C -1.1642 -2.1660 2.8337 -0.3 -0.1 -0.5 0.09
C 3.7129 0.4943 -3.8388 -0.2 0.2 0.3 0.00
C -3.2683 -1.9241 -0.9258 -0.2 -0.2 -0.1 0.00
C 2.3661 -0.1069 2.1785 0.0 0.5 -0.1 0.12
C 0.0515 -2.3945 0.8850 -1.4 0.0 -0.6 0.12
C 1.8978 1.1918 1.8438 0.9 -0.4 -0.1 0.24
C 2.4984 -0.0975 -4.1921 -0.1 0.3 0.1 0.00
C -0.1481 2.1793 4.2477 0.1 0.2 0.4 0.01
C -2.0070 -1.7520 1.7670 0.5 -1.1 0.1 0.23
C -0.8214 0.9793 3.6289 0.0 0.0 -1.0 0.03
C 1.5368 1.2140 0.4546 1.2 -0.4 -0.8 0.04
C -1.0716 -2.6797 -1.8972 -0.2 -0.2 -0.1 0.00
C -1.7493 -1.7503 -0.8856 -0.4 0.3 -0.4 0.01
C -0.0252 2.2393 -2.5397 0.3 0.0 -0.2 0.00
C 2.3297 -0.9156 1.0175 0.7 0.9 -0.2 0.27
C -1.2009 -0.3326 -1.1697 -1.3 1.1 -2.8 0.12
C 1.2800 0.4866 -3.8179 0.4 0.2 0.3 0.00
C -2.2432 0.8555 4.1122 -0.3 0.0 0.4 0.01
H 4.6546 2.1967 -2.8532 -0.4 -0.3 -0.2 0.00
H 1.9360 2.0813 2.4700 -0.2 -0.5 -0.2 0.01
H 0.0456 2.4235 -1.4519 -0.4 -0.3 -0.4 0.00
H -0.1331 3.2367 -2.9871 -0.1 -0.2 0.1 0.00
H -1.7810 1.9717 -3.6111 -0.2 -0.2 0.5 0.00
H -0.1656 -0.4387 -1.5447 -0.1 0.3 0.6 0.03
H -0.2811 2.1691 5.3304 0.0 0.1 0.1 0.00
H 2.4751 -1.0191 -4.7618 0.1 0.0 0.0 0.00
H -1.5087 -2.4750 -2.8848 0.1 -0.2 0.1 0.00
H 0.9178 2.1847 4.0355 -0.1 0.1 0.1 0.00
H -1.4694 -2.2695 3.8710 0.1 0.3 -0.2 0.00
H 1.9116 -0.3124 -1.1381 0.0 -0.2 0.1 0.01
H -3.5215 -2.9346 -0.5674 0.2 0.2 -0.1 0.00
H -1.4740 0.4231 -0.2802 -0.7 -0.2 -1.5 0.04
H 0.9185 -2.9585 2.8723 -0.2 0.3 -0.1 0.01
H 2.7173 -0.4268 3.1678 -0.3 0.2 -0.5 0.00
H -3.6487 -1.8255 -1.9466 0.0 0.1 0.2 0.00
H -2.7217 -0.0531 3.7553 0.0 0.0 -0.1 0.00
H 0.0095 -2.4991 -1.9674 -0.2 -0.1 0.1 0.00
H -0.6039 3.0843 3.8362 0.1 0.0 0.1 0.00
H -2.2806 0.8555 5.2005 -0.1 0.0 0.2 0.00
H 4.6628 0.0247 -4.1048 -0.4 0.1 0.0 0.00
H -1.2290 -3.7376 -1.6456 0.0 0.3 -0.1 0.00
H -2.8106 1.7117 3.7427 0.0 0.0 0.0 0.00
H -3.7853 -1.1986 -0.2871 0.1 -0.2 -0.3 0.00
H 2.7313 -1.9272 0.9228 -0.3 0.4 0.1 0.01
H -0.2535 0.0632 3.8566 -0.1 0.1 0.1 0.00
H 0.7762 -2.7424 0.1506 -0.3 0.0 0.5 0.00
H 2.4797 3.2771 -2.2204 0.1 -0.8 -0.2 0.00
H 1.4141 2.0951 -0.1573 0.2 0.0 0.2 0.00
H 0.3147 0.0704 -4.1265 0.5 0.0 0.2 0.00
H -3.0623 -1.4916 1.8187 0.4 0.1 0.1 0.01



Record 2
50
Properties=species:S:1:pos:R:3:forces:R:3:mulliken_charge:R:1 method="wB97M-V/def2-TZVPD" multiplicity=1 orbital_gap_ha=0.3038 homo_ev=-7.937 smiles="CCCCN(Cc1cc2cc(OC)ccc2[nH]c1=O)C(=O)c1ccccn1" total_energy_ha=-1204.0585 charge=0 lumo_ha=0.0122
O -2.9402 -2.2703 0.2819 -0.1 -0.2 -0.1 -0.71
O 3.5106 0.8676 -3.8406 0.1 0.2 0.1 -0.46
O 0.7190 2.0455 3.1391 -0.1 0.0 0.3 -0.75
N -1.7955 -0.7067 1.4361 0.0 0.0 0.0 0.29
N 1.9457 2.2712 1.2636 0.1 0.3 0.3 -0.04
N 0.3693 -2.6988 1.2093 -0.2 0.3 -0.1 -0.13
C 2.9467 -0.2258 -4.5239 -0.1 -0.1 -0.1 -0.80
C -3.6037 2.3264 -0.0334 0.3 0.0 -0.1 -0.48
C 3.0661 1.1448 -2.5845 -0.1 0.0 0.2 0.52
C 0.9943 1.6321 2.0242 0.2 0.1 -0.2 0.45
C 1.7157 0.8112 -0.6121 0.4 0.5 0.1 0.11
C -0.9238 -3.0004 1.2305 0.0 -0.6 0.0 0.66
C 2.3306 1.9180 -0.0026 -0.1 -0.5 -0.6 -0.58
C 0.8925 -4.9837 1.6466 -0.1 0.0 0.0 -0.67
C 2.0940 0.4349 -1.9075 0.2 0.1 -0.2 -0.13
C 3.6723 2.2502 -1.9636 -0.1 -0.2 -0.1 -0.75
C -2.4245 1.4099 0.2828 -0.4 0.0 0.2 0.15
C 1.2471 -3.6649 1.4080 0.3 -0.3 0.0 -0.31
C 0.7216 0.1060 0.1310 -0.1 0.2 0.5 0.60
C -0.6627 -0.2486 2.2024 0.3 0.1 0.3 -2.16
C -1.3823 -4.2994 1.4457 0.0 0.1 0.0 -0.79
C -2.8461 0.2679 1.2067 -0.2 0.1 -0.3 -1.47
C -0.4567 -5.3037 1.6659 0.1 0.1 0.0 -0.36
C -1.9566 -1.9501 0.9348 -0.2 0.1 0.0 0.66
C 0.3719 0.4771 1.3814 0.0 -0.2 -0.2 0.61
C 3.3122 2.6314 -0.6955 0.0 -0.1 -0.1 -0.72
C -3.1857 3.4849 -0.9304 -0.2 -0.1 0.1 -1.35
H -2.4430 -4.4932 1.4308 -0.1 0.0 0.0 0.45
H -0.7801 -6.3191 1.8433 0.0 -0.1 0.0 0.42
H -0.1800 -1.0974 2.6935 -0.1 0.2 0.1 0.72
H -1.0136 0.4390 2.9802 0.0 -0.1 -0.1 0.35
H -1.6324 1.9944 0.7555 0.1 0.0 -0.1 0.14
H 2.3890 3.0733 1.6962 -0.2 -0.2 0.0 0.20
H -3.6840 -0.2731 0.7607 0.1 0.1 0.1 0.48
H 0.2493 -0.7505 -0.3256 -0.1 0.0 -0.1 0.50
H -4.0150 2.7196 0.8989 -0.1 0.0 0.0 0.34
H 1.6055 -0.4199 -2.3473 0.0 -0.1 -0.1 0.52
H -4.0361 4.1263 -1.1488 0.0 0.1 -0.1 0.41
H -2.0272 0.9921 -0.6445 0.1 0.0 0.0 0.24
H -2.4185 4.0847 -0.4454 0.1 0.1 0.0 0.32
H 4.4279 2.7879 -2.5133 0.1 0.1 -0.1 0.45
H 3.1268 -1.1665 -3.9938 0.0 0.0 0.0 0.32
H 2.2845 -3.3574 1.3729 0.1 -0.1 0.0 0.44
H 1.8706 -0.0934 -4.6746 0.0 0.0 0.0 0.32
H 1.6488 -5.7363 1.8068 0.1 0.0 0.0 0.39
H -3.1606 0.6754 2.1740 0.0 0.0 0.0 0.29
H 3.7850 3.4822 -0.2275 0.1 0.1 0.0 0.38
H 3.4445 -0.2569 -5.4916 -0.1 0.0 0.1 0.23
H -4.3886 1.7486 -0.5256 -0.1 0.0 0.1 0.35
H -2.7848 3.1133 -1.8709 0.1 0.0 -0.1 0.33



Record 3
17
Properties=species:S:1:pos:R:3:forces:R:3:mulliken_charge:R:1 method="wB97M-V/def2-TZVPD" multiplicity=1 orbital_gap_ha=0.2519 homo_ev=-8.536 total_energy_ha=-1591.7699 charge=0 lumo_ha=-0.0618
I 2.5908 -1.3217 0.1972 -1.2 -0.5 0.7 0.05
I -1.7106 0.0528 2.9145 0.3 -0.4 -0.4 -0.24
I 1.0403 1.7675 -1.9097 -0.4 0.1 0.7 -0.19
Si 0.3624 1.7512 0.6000 1.3 0.5 -0.7 0.12
Si -1.4793 0.3986 0.3870 -2.7 -1.8 -0.7 0.41
C -3.0968 1.5395 0.1772 0.9 -2.2 1.3 -1.03
C 4.6116 -0.8565 0.0218 0.6 1.1 1.9 -0.74
C -1.6801 -1.2906 -0.6343 0.9 0.1 1.5 -1.00
H -2.6991 2.3018 -0.4481 -0.4 1.3 -0.1 0.31
H -3.2462 1.6702 1.2636 0.1 1.2 -0.7 0.29
H 4.9625 -1.6470 -0.6231 0.7 0.5 -0.1 0.25
H -0.8807 -2.0500 -0.4489 -0.5 0.7 -0.1 0.25
H 4.5158 0.1603 -0.3214 0.6 0.0 -1.1 0.23
H -4.0658 1.1308 -0.1354 0.6 -0.2 -0.6 0.33
H -1.7577 -1.1401 -1.6889 0.2 0.5 -0.8 0.36
H -2.6172 -1.7674 -0.3688 -0.2 0.1 0.4 0.34
H 5.1498 -0.6994 1.0175 -0.9 -1.0 -1.3 0.27



Record 4
24
Properties=species:S:1:pos:R:3:forces:R:3:lowdin_spin:R:1 method="wB97M-V/def2-TZVPD" multiplicity=2 orbital_gap_ha="0.4189 / 0.1718" homo_ev="-18.572 / -18.571" total_energy_ha=-441.7302 charge=+2 lumo_ha="-0.2635 / -0.5107"
O 1.3117 2.0508 -1.2034 -0.2 0.5 0.4 0.55
O 0.5638 1.1719 2.9528 0.1 0.3 0.0 0.00
O 0.0012 -2.6545 1.7850 0.3 0.6 -0.4 0.00
N 0.4932 -0.1262 0.5060 -1.0 0.0 0.2 0.00
C -1.6279 -1.0214 -0.2061 -0.7 -0.6 0.1 0.00
C 0.7339 1.4308 -2.2666 -0.6 -1.0 0.9 0.18
C -0.0905 0.1926 -1.9200 0.7 0.0 0.8 0.05
C -0.6348 0.1113 -0.4855 0.2 -1.3 -0.2 0.01
H 1.5286 1.2137 -3.0055 -0.2 0.7 -0.8 0.06
H -1.7101 -1.7979 -0.9663 0.0 0.3 -0.3 0.00
H -1.4538 -1.5673 0.7153 0.7 0.3 0.0 0.00
H 0.7234 -1.1279 0.4855 0.4 -0.1 -0.2 0.00
H -2.5990 -0.6218 0.0386 -0.5 0.3 -0.6 0.00
H -1.2151 0.9956 -0.3308 0.4 1.1 0.8 0.00
H 1.2906 0.4954 0.4351 0.2 -0.1 0.1 0.00
H -0.7720 -3.1986 1.5935 0.4 -0.4 0.4 0.00
H 1.7860 2.9000 -1.3998 0.1 -0.4 -0.2 0.00
H 0.5697 -0.6626 -2.1141 -0.1 -0.2 -0.2 0.03
H 0.1476 -0.0536 1.4793 0.1 0.6 0.1 0.00
H -0.0617 1.8105 3.3169 -0.2 -0.1 0.0 0.00
H -0.9120 0.1349 -2.6234 -0.2 -0.2 -0.2 0.01
H 1.3327 1.2785 3.5282 0.0 -0.2 0.0 0.00
H -0.0271 2.1736 -2.6642 0.5 0.3 -0.6 0.11
H 0.6216 -3.1276 2.3496 -0.3 -0.4 0.1 0.00



Record 5
121
Properties=species:S:1:pos:R:3:forces:R:3:mulliken_charge:R:1 method="wB97M-V/def2-TZVPD" multiplicity=1 orbital_gap_ha=0.3906 homo_ev=-10.150 smiles="COP(=O)(OC)OC.COP(=O)(OC)OC.COP(=O)(OC)OC.CCOC(C)=O.CCOC(C)=O.CCOC(C)=O.CCOC(C)=O.CCOC(C)=O" total_energy_ha=-3824.8530 charge=0 lumo_ha=0.0176
P 4.7052 2.6756 -2.9321 -0.8 0.7 0.5 1.24
P 3.3961 -0.3852 1.6200 0.0 0.0 0.3 0.37
P -1.2960 2.9053 -4.8285 -0.7 -0.3 0.9 0.48
O 1.1090 -4.8982 -0.7267 -0.4 0.1 -0.4 -0.37
O 5.7807 3.2402 -1.8887 -0.3 -0.2 -0.8 -0.45
O -2.7029 2.4668 -4.9128 0.8 0.2 -0.2 -0.70
O 4.5997 0.5534 2.0932 -0.5 -0.1 -0.1 -0.25
O 3.4141 -1.6986 2.2761 0.0 0.1 -0.1 -0.75
O 4.7865 3.6996 -4.1558 0.4 -0.4 0.7 -0.31
O -1.7197 4.7832 0.5183 0.1 -0.6 0.1 -0.55
O -0.6254 -1.4897 -0.3062 -0.2 -1.2 0.3 0.01
O -0.8011 -2.7856 6.8167 -0.6 0.0 0.1 -0.59
O -0.2170 1.7466 -4.6616 0.1 0.6 -0.3 0.41
O -0.7369 3.6979 -6.0812 0.2 0.2 0.2 -0.31
O -1.9398 -2.2416 4.9568 -0.5 -0.2 -1.0 -0.20
O -4.9536 -2.4484 -0.6313 0.0 -0.6 0.5 -0.30
O 4.7931 1.2530 -3.2903 0.2 0.3 0.2 -0.72
O -0.9833 3.8343 -3.5747 0.1 0.0 -1.1 -0.23
O -0.7410 0.6710 -0.9452 -0.6 -0.7 0.3 -0.44
O 3.5450 -0.3516 0.0462 -0.6 0.4 0.4 0.53
O 3.3349 3.1211 -2.2235 0.8 -0.5 -0.6 -0.32
O -2.6670 3.5978 2.2042 0.0 -0.2 -0.6 -0.34
O -0.2072 -5.5723 0.9853 0.4 0.3 0.1 -0.57
O 2.0479 0.4405 1.8341 0.2 -0.4 -0.9 0.05
O -5.0882 -0.6826 -1.9990 -0.4 0.1 0.2 -0.62
C 4.6411 -1.0297 -0.5481 1.5 -0.4 -0.3 -1.10
C -3.3619 -0.7402 6.2547 0.1 -1.1 0.8 -0.98
C -1.7825 -2.7346 1.3447 0.4 -0.5 -0.6 -0.62
C -2.1325 1.5086 3.0958 0.6 0.0 -0.2 -0.87
C -0.6398 -6.4283 -1.1905 0.9 -0.1 -0.5 -1.05
C -0.1286 0.6744 -5.5964 -0.7 -0.6 0.1 -0.93
C -1.6428 -1.3776 0.7078 -0.2 0.0 -0.4 1.23
C -1.5752 3.5950 -2.2844 -0.2 -0.3 -0.1 -0.49
C 3.1548 -4.6070 0.4999 0.5 0.7 0.1 -1.25
C -1.9189 2.3972 1.8788 -0.4 0.0 0.8 0.08
C 1.8650 -3.9570 0.0368 0.7 0.3 0.5 1.42
C -3.1861 -2.1335 5.6265 -0.8 1.3 0.4 -0.21
C 0.3499 -2.8412 4.7640 -0.1 -0.2 -0.8 -0.37
C 6.0521 3.8763 -4.7974 0.0 0.5 -0.5 -0.75
C -0.2782 -0.4520 -1.0277 1.0 2.5 -0.2 0.20
C 1.5789 0.7229 3.1433 0.7 0.7 0.9 -0.27
C -3.4235 -2.3049 -2.4626 -0.2 0.4 0.8 -0.28
C -2.5527 4.6438 1.3784 0.1 0.6 -0.2 0.64
C -6.0347 -1.9572 0.1700 0.1 0.3 0.7 -0.33
C -4.5934 -1.7324 -1.6864 0.3 0.4 -1.2 0.71
C 2.1193 2.6108 -2.7689 -1.7 -0.2 0.6 -0.43
C -5.8118 -2.4199 1.5973 0.0 -0.3 0.1 -0.88
C -1.3984 4.9165 -6.4571 -0.3 0.1 0.4 -0.75
C -0.8671 -2.6332 5.6228 1.3 0.0 0.7 0.58
C 0.9262 -0.7054 -1.8881 -0.3 -1.0 0.1 0.91
C 5.0906 0.4844 3.4430 0.7 -0.2 -0.3 -0.84
C 0.1183 -5.6023 -0.1747 -0.7 -0.3 0.2 0.88
C 5.8928 2.6457 -0.5924 0.0 0.4 0.3 -0.30
C -3.5788 5.6990 1.6476 -0.2 0.3 0.0 -1.08
H 6.7914 2.0338 -0.5265 -0.2 -0.3 -0.2 0.30
H -6.7227 -2.2347 2.1687 0.1 0.0 0.1 0.45
H 6.0230 3.4657 0.1147 -0.1 0.0 0.0 0.30
H 4.9852 2.1042 -0.3310 0.1 -0.2 0.0 -0.08
H 0.6465 0.2403 3.4287 0.0 -0.3 -0.5 -0.13
H 1.1311 -2.1298 5.0218 0.0 -0.1 0.2 0.20
H -3.3406 -2.9241 6.3583 0.4 0.0 0.1 0.37
H -3.1519 0.0773 5.5720 -0.1 -0.1 -0.2 0.07
H -1.5112 4.9367 -7.5364 0.0 -0.1 0.0 0.26
H -0.8078 -3.1330 1.6269 -0.1 0.2 0.5 -0.38
H 1.0890 -1.7820 -1.8449 0.3 0.0 -0.6 0.16
H 4.5722 -0.2579 4.0479 -0.3 0.2 0.0 0.36
H -0.7402 3.3919 -1.6210 -0.3 0.0 0.3 0.17
H -0.8258 5.7757 -6.1096 0.2 -0.1 -0.1 0.26
H -3.9103 6.1101 0.6955 -0.1 -0.2 0.0 0.32
H -0.0591 -6.5157 -2.1106 -0.2 0.3 -0.1 0.31
H 0.1720 -2.7711 3.6911 -0.2 0.2 0.1 -0.23
H 0.6978 -3.8598 4.9336 0.2 0.1 0.2 0.40
H -2.5022 -2.7465 2.1584 0.2 0.1 0.2 0.22
H -2.3165 1.9365 0.9749 0.0 0.2 -0.1 0.15
H -1.3310 -0.5928 1.3897 -0.1 0.1 0.1 -0.71
H 6.5618 2.9349 -4.9982 -0.1 -0.1 0.2 0.34
H 3.7252 -3.9155 1.1266 -0.4 0.1 0.2 0.20
H 2.3342 0.4593 3.8882 -0.1 -0.1 0.0 0.26
H -1.8172 2.0395 3.9948 0.0 0.0 0.0 0.46
H 2.2244 1.7544 -3.4305 0.4 0.3 -0.3 0.44
H -2.1521 4.4615 -1.9701 0.4 0.2 -0.1 0.28
H -3.1705 1.2065 3.2216 0.0 0.0 -0.1 0.41
H 5.3636 -0.3483 -1.0025 -0.4 0.4 0.1 0.20
H 6.1249 0.1336 3.3926 0.0 0.2 0.0 0.27
H -1.5051 0.6234 2.9901 -0.2 -0.1 0.2 -0.12
H 6.6781 4.5582 -4.2211 0.0 -0.2 0.2 0.27
H 0.7597 -0.3326 -2.8956 -0.1 -0.1 0.0 -0.34
H -4.9883 -1.8902 2.0794 0.0 0.2 -0.1 0.03
H -0.8677 2.6314 1.7207 0.0 0.1 0.0 0.28
H -3.1123 6.5449 2.1550 0.0 -0.2 0.2 0.28
H 1.8015 -0.2077 -1.4785 -0.1 0.1 0.2 -0.73
H -0.7862 -7.4515 -0.8534 -0.2 0.2 0.4 0.35
H -2.2757 2.7594 -2.3328 0.2 -0.1 0.0 0.34
H 1.4464 1.8036 3.2289 -0.1 -0.1 -0.2 0.25
H -3.9936 -2.2187 4.8978 0.4 -0.3 -0.4 0.26
H -0.6854 -0.1600 -5.1581 0.3 -0.1 -0.1 0.25
H -2.6247 -1.6163 -2.1755 0.3 -0.2 -0.2 -0.28
H 4.3461 -1.6837 -1.3668 -0.6 0.0 0.2 0.30
H -4.4171 5.3175 2.2241 0.0 0.1 0.0 0.32
H 1.3326 -3.4944 0.8688 -0.4 -0.6 0.0 -0.31
H 5.8482 4.3746 -5.7447 -0.1 -0.2 0.0 0.24
H -2.3753 4.9662 -5.9719 -0.1 0.0 -0.2 0.35
H 3.8354 -4.7781 -0.3365 -0.3 -0.5 -0.1 0.32
H 1.4532 2.2500 -1.9760 0.5 -0.1 0.4 -0.09
H 1.4920 3.4001 -3.1819 0.6 0.2 -0.6 0.31
H 5.2126 -1.5977 0.1894 -0.3 -0.2 0.0 0.46
H 0.9150 0.4104 -5.7542 0.0 0.1 0.1 0.32
H -3.5992 -2.1858 -3.5263 0.0 -0.1 0.0 0.48
H -2.7288 -0.6644 7.1400 0.1 0.2 -0.1 0.34
H 2.9630 -5.5039 1.0840 0.0 -0.1 -0.2 0.42
H -6.0566 -0.8680 0.1734 0.1 0.0 -0.3 0.31
H -0.6011 0.8730 -6.5605 0.1 0.4 0.1 0.38
H -3.1725 -3.3184 -2.1643 0.0 0.0 -0.1 0.13
H 2.0558 -3.1184 -0.6299 0.2 -0.2 -0.2 -0.50
H -6.9847 -2.3000 -0.2356 0.1 -0.2 -0.1 0.34
H 5.0692 1.4995 3.8337 -0.1 -0.2 0.3 0.28
H -1.5939 -5.9464 -1.3888 -0.1 -0.1 0.0 0.18
H -5.5660 -3.4798 1.6812 -0.2 0.0 -0.2 0.31
H -2.1029 -3.4649 0.5962 -0.3 0.2 0.0 0.14
H -4.3895 -0.7096 6.6235 0.0 0.3 -0.2 0.42
H -2.5807 -1.1230 0.2118 0.0 0.4 0.1 0.10